The following is a quantum chemistry calculation of the molecule C3H4NOP in a non-equilibrium geometry, from the Open Molecules 2025 dataset.

Computed properties:
E_LUMO in eV: -1.21
Energy in eV: -15997.3116
Charge: 0
E_HOMO in eV: -8.2
Gap between HOMO and LUMO in eV: 6.985

```
10
C3H4NOP (ωB97M-V/def2-TZVPD)
C -0.0389 0.5950 -0.0969
C 0.4377 1.9929 -2.7788
C -0.0648 -0.8228 0.0948
N -0.0351 -1.4032 1.2937
O 0.3285 -1.3779 -1.0015
P -0.0847 0.8461 -1.7989
H -0.4313 1.2986 0.7134
H 0.3355 2.2476 -3.7974
H -0.0664 -0.7394 2.0193
H 0.1558 -2.3717 1.5986
```

=====

The following is a quantum chemistry calculation of a cluster of 2 separate species, CH2N4O in total in a non-equilibrium geometry, from the Open Molecules 2025 dataset.

Computed properties:
E_LUMO in eV: 0.75
Energy in eV: -9073.2630
Charge: 0
E_HOMO in eV: -9.0
Gap between HOMO and LUMO in eV: 9.735

```
8
CH2N4O (ωB97M-V/def2-TZVPD)
C -2.6549 -0.1743 -1.0249
N 0.9411 0.2324 -0.2142
N 1.9561 -0.2586 -0.5745
N 2.8818 -0.5698 -1.0282
N 0.1108 -0.1312 0.9325
O -3.6546 0.2878 -0.8507
H 0.7761 -0.1918 1.7364
H -0.3565 0.8055 1.0237
```

=====

The following is a quantum chemistry calculation of a structure of composition C6H13LaNO4S in a non-equilibrium geometry, from the Open Molecules 2025 dataset.

Computed properties:
E_LUMO in eV: -14.97
Energy in eV: -27769.1004
Charge: +3
E_HOMO in eV: -18.0
Gap between HOMO and LUMO in eV: 2.997

```
26
C6H13LaNO4S (ωB97M-V/def2-TZVPD)
C 1.1955 1.7590 1.4457
C 0.1774 2.1660 0.1838
O -0.4109 3.3652 0.2236
N 0.0583 1.1425 -0.9220
C -1.3658 0.8992 -1.3595
C -2.1233 -0.3580 -0.6354
C -1.4614 -0.8602 0.7764
C -0.3308 -2.0473 0.6191
O 0.1077 -2.2971 -0.7656
S 1.7849 -2.7121 -0.5890
O 2.3004 -3.4246 -1.8940
O 2.7248 -1.2764 -0.3427
H 0.6937 1.9765 2.4841
H 2.2633 2.2554 1.3263
H 1.3957 0.5837 1.3959
H 0.5920 0.2668 -0.7347
H -1.3160 0.6351 -2.5228
H -1.9970 1.9112 -1.3125
H -3.2266 0.0190 -0.3782
H -2.2853 -1.2600 -1.3998
H -1.0200 -0.0118 1.4526
H -2.3517 -1.3453 1.4066
H -0.7017 -3.1016 1.0385
H 0.6323 -1.6748 1.2104
H 2.9911 -0.8798 -1.2265
La 1.6734 4.2695 0.5195
```

=====

The following is a quantum chemistry calculation of the molecule C16H16N4O3S in a non-equilibrium geometry, from the Open Molecules 2025 dataset.

Computed properties:
E_LUMO in eV: 0.42
Energy in eV: -39788.2748
Charge: 0
E_HOMO in eV: -9.4
Gap between HOMO and LUMO in eV: 9.816

```
40
C16H16N4O3S (ωB97M-V/def2-TZVPD)
C -2.8490 -2.7294 -3.2789
C -2.6051 -1.7988 -2.1316
C -3.5038 -1.7375 -1.0693
C -3.2726 -0.8924 0.0006
C -2.1345 -0.1077 0.0059
C -1.2288 -0.1460 -1.0361
C -1.4690 -0.9964 -2.1014
H -0.7640 -1.0352 -2.9178
H -0.3474 0.4724 -0.9991
S -1.8799 0.9704 1.4018
O -0.7360 1.8130 1.1914
O -3.1143 1.6057 1.7520
N -1.5635 -0.1509 2.6557
C -0.4392 -1.0174 2.3664
C 0.7660 -0.2597 1.9293
N 1.2676 -0.2459 0.7360
C 2.2803 0.6625 0.8383
N 2.3995 1.1475 2.0480
O 1.4207 0.5493 2.7691
C 3.1211 1.0674 -0.2771
N 2.8571 0.5281 -1.4623
C 3.5957 0.8941 -2.4907
C 4.6344 1.8109 -2.4029
C 4.9089 2.3739 -1.1651
C 4.1412 1.9995 -0.0773
H 4.3024 2.4041 0.9083
H 5.7071 3.0933 -1.0523
H 5.2089 2.0768 -3.2766
H 3.3408 0.4278 -3.4337
H -0.7200 -1.6889 1.5516
H -0.2147 -1.6018 3.2633
C -1.5071 0.5236 3.9379
H -2.3687 1.1855 3.9798
H -1.5740 -0.2172 4.7349
H -0.5943 1.1159 4.0583
H -3.9593 -0.8188 0.8283
H -4.3908 -2.3537 -1.0851
H -3.9134 -2.8902 -3.4305
H -2.4141 -2.3379 -4.1948
H -2.3879 -3.6959 -3.0743
```

=====

The following is a quantum chemistry calculation of a structure of composition C24H43N3O2PTi, from the Open Molecules 2025 dataset.

Computed properties:
E_LUMO (spin up / spin down) in eV: -6.87 / -6.62
2S+1: 2
Energy in eV: -66543.5003
Charge: +2
E_HOMO (spin up / spin down) in eV: -15.2 / -15.3
Gap between HOMO and LUMO (spin up / spin down) in eV: 8.303 / 8.719

```
74
C24H43N3O2PTi (ωB97M-V/def2-TZVPD)
Ti -1.6609 0.4815 1.1446
N -3.6568 1.5066 1.5629
C -4.5744 0.4639 2.1711
C -4.9111 -0.6558 1.1886
C -3.7331 -1.4526 0.6520
O -3.7818 -2.2951 -0.1799
O -2.5307 -1.0704 1.1997
H -3.6357 2.2956 2.2055
H -4.1117 1.8773 0.7284
H -5.4962 0.9460 2.4950
H -4.0761 0.0649 3.0537
H -5.4616 -0.2795 0.3218
H -5.5819 -1.3689 1.6727
C 3.5489 2.7951 -0.9434
C 2.1285 3.3367 -0.8265
C 1.1026 2.2108 -1.0528
C 1.6557 0.8364 -0.6201
C 2.5611 1.0295 0.6033
C 3.8302 1.7915 0.1850
P 0.2772 -0.3160 -0.3026
C -0.8171 -0.4027 -1.7897
C -0.1160 -0.4586 -3.1669
C -1.0368 0.0440 -4.2898
C -2.4792 -0.3661 -4.0179
C -3.0230 0.3594 -2.7733
C -1.8808 0.7056 -1.8000
C 0.8441 -2.0484 -0.0695
C 1.2396 -2.3820 1.3798
C 1.9497 -3.7338 1.4032
C 3.3107 -3.6404 0.6935
C 3.3068 -2.5829 -0.4209
C 1.9352 -2.4875 -1.0823
H 4.2726 3.6080 -0.9112
H 3.6728 2.3176 -1.9192
H 1.9509 4.1388 -1.5421
H 1.9951 3.7730 0.1674
H 0.8054 2.1776 -2.1028
H 0.1878 2.4401 -0.4797
H 2.2535 0.4090 -1.4309
H 2.8359 0.0821 1.0653
H 2.0047 1.5979 1.3571
H 4.5932 1.0790 -0.1331
H 4.2336 2.3102 1.0560
H -1.3554 -1.3450 -1.6308
H 0.1687 -1.4925 -3.3652
H 0.8062 0.1267 -3.1586
H -0.6910 -0.3544 -5.2426
H -0.9749 1.1330 -4.3751
H -2.5251 -1.4478 -3.8692
H -3.1160 -0.1467 -4.8732
H -3.7555 -0.2765 -2.2721
H -3.5312 1.2813 -3.0606
H -2.3795 0.8813 -0.8107
H -1.4290 1.6649 -2.0534
H -0.0747 -2.6063 -0.2813
H 0.3411 -2.4028 2.0051
H 1.9153 -1.6255 1.7915
H 1.3100 -4.4696 0.9084
H 2.0770 -4.0797 2.4285
H 3.5669 -4.6144 0.2760
H 4.0913 -3.4013 1.4172
H 4.0600 -2.8218 -1.1714
H 3.5867 -1.6046 -0.0185
H 1.6609 -3.4696 -1.4741
H 1.9718 -1.8231 -1.9466
N -0.7786 2.2881 3.5474
C -0.0039 2.3040 4.6416
C 0.7106 1.1200 4.6688
C 0.3114 0.4336 3.5310
N -0.6019 1.1466 2.8311
H -1.3327 3.0520 3.1977
H -0.0038 3.1467 5.3139
H 1.4172 0.8018 5.4144
H 0.6269 -0.5359 3.1789
```

=====

The following is a quantum chemistry calculation of the molecule N2 in a non-equilibrium geometry, from the Open Molecules 2025 dataset.

Computed properties:
E_LUMO in eV: -1.18
Energy in eV: -2976.4690
Charge: 0
E_HOMO in eV: -13.2
Gap between HOMO and LUMO in eV: 12.049

```
2
N2 (ωB97M-V/def2-TZVPD)
N 0.0000 0.0000 0.7170
N 0.0000 0.0000 -0.7170
```

=====

The following is a quantum chemistry calculation of the ion H4N5 with charge +1 in a non-equilibrium geometry, from the Open Molecules 2025 dataset.

Computed properties:
E_LUMO in eV: -6.36
Energy in eV: -7502.7440
Charge: +1
E_HOMO in eV: -15.9
Gap between HOMO and LUMO in eV: 9.561

```
9
H4N5 (ωB97M-V/def2-TZVPD)
N -1.8717 1.2824 -1.1602
N -1.2042 0.6786 -0.4994
N 1.2933 0.3896 -0.2048
N -0.4213 -1.1074 0.7884
N -0.2643 0.0452 0.0638
H 1.4959 1.1202 0.4748
H 1.3068 0.5683 -1.1804
H -0.4450 -1.7770 0.0680
H 0.1105 -1.1999 1.6499
```

=====

The following is a quantum chemistry calculation of the molecule C3H4O2 in a non-equilibrium geometry, from the Open Molecules 2025 dataset.

Computed properties:
E_LUMO (spin up / spin down) in eV: 1.10 / -0.39
2S+1: 3
Energy in eV: -7264.6170
Charge: 0
E_HOMO (spin up / spin down) in eV: -7.6 / -11.1
Gap between HOMO and LUMO (spin up / spin down) in eV: 8.710 / 10.686

```
9
C3H4O2 (ωB97M-V/def2-TZVPD)
C 0.1606 0.3088 -1.8185
C -0.7368 -0.0614 1.6938
C 0.1031 -0.1395 0.5540
O -0.3423 0.4822 -0.5682
O 0.4414 0.7241 1.5744
H -0.3766 1.0518 -2.5287
H 0.6660 -0.6229 -1.9034
H -0.7233 -0.7084 2.5437
H 0.8080 -1.0347 0.4529
```